Here is a structure of composition C26H38N3O12P2PbS at a distorted geometry from the Open Molecules 2025 dataset. Energies are from ωB97M-V/def2-TZVPD.

Positions of all 83 atoms, in Å:
C 3.293 -2.366 -3.289
H 1.471 -3.948 -2.059
C -1.868 -2.231 1.000
H -2.737 -1.743 -2.293
H -1.597 3.885 -4.593
C -1.732 -1.745 2.432
H 0.257 2.279 -4.404
C 1.949 -1.972 -2.700
H 4.153 0.986 -1.773
H 3.908 -1.478 -3.443
H 3.160 -2.876 -4.246
O 1.540 0.969 -1.787
C 4.124 0.497 2.088
H 3.802 -3.033 -2.593
O 2.676 1.116 -4.048
C -1.029 -0.068 3.836
H -3.436 -3.197 5.454
O -2.669 -3.156 0.782
H -3.679 4.955 -5.403
H 2.863 2.759 -2.792
H 4.359 -2.486 1.340
H -4.762 -0.616 -1.385
C 3.490 2.151 -3.449
H 0.304 -3.194 1.865
H -2.028 4.027 -2.137
P 1.411 0.571 -3.190
H 5.229 2.319 -2.197
H 0.743 -5.120 3.365
H 0.708 -3.484 -3.606
N -0.980 -0.659 2.638
C 1.573 -4.578 2.927
H 2.095 -1.555 -1.703
H 3.211 3.412 -5.182
H -4.916 -1.826 -3.568
C -0.380 1.317 3.939
C -3.907 -0.044 -1.746
C 4.593 1.533 -2.607
C 0.990 -3.138 -2.607
H 4.967 -4.417 2.778
P -1.525 1.300 -3.122
H -3.250 0.169 -0.905
H -3.495 3.333 -6.107
Pb 0.600 0.270 0.912
O -2.026 -0.163 -3.365
C 4.029 3.007 -4.584
C 3.925 -4.185 2.595
S 3.247 1.334 0.963
H -1.725 -0.088 5.852
C -1.715 -0.608 4.905
H -0.175 0.654 -5.020
H 5.197 0.855 -3.214
N 2.313 -2.788 1.525
C -0.003 1.255 -4.131
O -1.194 -1.591 0.152
C -4.055 -1.273 -3.942
H 4.667 2.401 -5.230
C -2.564 3.566 -4.178
H 0.102 -2.842 -2.055
C -3.162 -0.868 -2.780
C 2.902 -4.965 3.194
O -1.407 1.869 -1.782
C -3.662 3.887 -5.182
C 3.621 -3.129 1.792
H -3.504 -1.907 -4.637
O -3.038 -2.383 5.777
O -0.617 1.959 4.969
C -2.434 -2.358 3.451
O 2.051 -1.756 0.702
C -2.794 4.294 -2.860
H 4.613 3.833 -4.177
H -3.011 -3.246 3.221
O 1.345 -0.954 -3.574
H -4.399 -0.383 -4.476
O -2.564 2.140 -4.062
H -4.250 0.898 -2.181
H 3.129 -5.803 3.838
O 0.290 1.693 2.934
N 4.799 -0.067 2.850
H -4.626 3.592 -4.767
C 1.298 -3.518 2.113
H -2.773 5.371 -3.037
H -3.761 4.014 -2.439
C -2.388 -1.806 4.722

Summary:
calculated total energy: -91286.79399 eV
net charge: -2
spin multiplicity: 2
Kohn-Sham gap (alpha / beta): 2.7477 / 5.7851 eV
relative energy (zero: lowest compared OMol25 entry of this formula, charge and spin): 0.000 eV